(1)
C6H12F3NO3P | ωB97M-V/def2-TZVPD

```
26
Properties=species:S:1:pos:R:3:nbo_charge:R:1
C -0.923 1.883 0.940 -0.61
C -2.129 -0.128 -1.311 -0.66
C -0.162 1.028 0.009 -0.45
C -0.865 -0.312 -0.397 0.12
C 3.946 -0.973 -0.297 -0.04
C 5.180 -0.328 -0.068 0.91
N 3.082 -0.911 0.654 -0.50
O -1.548 -3.625 -0.399 -1.18
O 0.824 -2.765 -0.197 -1.18
O -1.115 -1.168 0.632 -0.83
F 5.316 0.115 1.195 -0.32
F 5.316 0.824 -0.815 -0.35
F 6.287 -1.007 -0.355 -0.32
P -0.528 -2.795 0.370 2.16
H -0.301 2.830 1.392 0.19
H -1.336 1.351 1.779 0.22
H -1.885 2.327 0.508 0.19
H -1.786 0.182 -2.304 0.20
H -2.589 -1.074 -1.052 0.26
H -2.678 0.676 -0.901 0.18
H 0.889 0.829 0.297 0.21
H 0.156 1.334 -1.000 0.20
H -0.026 -0.832 -0.945 0.18
H 3.966 -1.638 -1.191 0.19
H 2.218 -1.385 0.444 0.40
H -0.830 -3.240 1.722 -0.18
```

Properties
Gap between HOMO and LUMO, eV: 8.56
HOMO level, eV: -5.329
E, Eh: -1157.3450
Total charge: -1

---

(2)
C6H12FN | ωB97M-V/def2-TZVPD

```
20
Properties=species:S:1:pos:R:3:nbo_charge:R:1
H 1.982 -1.954 -0.224 0.34
N 2.301 -0.987 -0.269 -0.66
C 1.641 -0.017 0.236 0.35
C 2.042 1.455 -0.117 -0.66
C 0.355 -0.202 1.031 -0.49
C -0.917 0.118 -0.024 0.40
C -0.851 -0.786 -1.226 -0.66
C -2.212 -0.148 0.656 -0.65
F -0.914 1.445 -0.489 -0.38
H 2.515 1.904 0.731 0.21
H 2.659 1.533 -0.896 0.22
H 1.204 1.998 -0.297 0.23
H 0.214 -1.191 1.302 0.21
H 0.321 0.417 1.832 0.22
H 0.116 -0.545 -1.723 0.24
H -1.711 -0.503 -1.984 0.22
H -1.043 -1.780 -0.860 0.22
H -2.385 0.324 1.592 0.22
H -2.931 0.105 -0.115 0.22
H -2.389 -1.185 0.843 0.21
```

Properties
SMILES string: [H]/N=C(/C)CC(C)(C)F
Gap between HOMO and LUMO, eV: 10.13
HOMO level, eV: -9.272
E, Eh: -390.3880
ΔE to the lowest compared entry with this formula, charge and spin, eV: 1.165

---

(3)
C6H12FN | ωB97M-V/def2-TZVPD

```
20
Properties=species:S:1:pos:R:3:nbo_charge:R:1
C 1.951 -1.856 -0.297 -0.65
C 0.460 -1.456 -0.420 -0.38
C 0.131 -0.089 0.406 -0.29
C 0.526 1.205 0.017 0.13
F 0.836 2.025 1.055 -0.34
C -0.844 0.875 0.093 0.10
C -1.562 1.749 1.229 -0.58
N -1.629 0.580 -1.301 -0.78
H 2.050 -2.135 0.737 0.23
H 2.044 -2.881 -0.590 0.22
H 2.590 -1.184 -1.016 0.23
H -0.185 -2.311 -0.076 0.21
H 0.139 -1.374 -1.589 0.18
H 0.534 -0.284 1.480 0.23
H 1.008 1.278 -0.858 0.17
H -2.582 1.324 1.329 0.21
H -1.635 2.823 0.658 0.22
H -1.179 1.787 2.159 0.21
H -2.044 -0.355 -1.111 0.35
H -0.611 0.277 -1.905 0.33
```

Properties
SMILES string: CC[C@H]1[C@H](F)[C@@]1(C)N
Gap between HOMO and LUMO, eV: 10.62
HOMO level, eV: -9.753
E, Eh: -390.2593
ΔE to the lowest compared entry with this formula, charge and spin, eV: 4.666

---

(4)
C6H12I2NOS | ωB97M-V/def2-TZVPD

```
23
Properties=species:S:1:pos:R:3:nbo_charge:R:1
C 3.211 -0.644 0.410 -0.65
C 2.036 -0.292 -0.504 -0.35
I 1.666 -1.936 -1.847 0.13
C 0.803 0.131 0.297 -0.36
I 1.413 1.874 1.450 0.14
C -0.503 0.445 -0.488 0.11
S -0.224 1.440 -1.986 0.05
C -1.660 1.029 0.352 -0.29
N -2.357 -0.211 0.828 -0.52
C -2.324 -1.039 -0.435 0.11
O -1.037 -0.834 -0.902 -0.52
H 3.880 -1.360 -0.060 0.25
H 3.795 0.249 0.637 0.23
H 2.873 -1.072 1.356 0.21
H 2.291 0.518 -1.182 0.24
H 0.590 -0.637 1.045 0.22
H -0.031 2.574 -1.287 0.14
H -1.379 1.670 1.178 0.27
H -2.360 1.534 -0.313 0.25
H -1.807 -0.668 1.560 0.44
H -3.294 -0.039 1.199 0.45
H -2.482 -2.093 -0.212 0.23
H -3.100 -0.640 -1.094 0.20
```

Properties
SMILES string: C[C@@H](I)[C@@H](I)[C@]1(S)C[NH2+]CO1
Gap between HOMO and LUMO, eV: 8.52
HOMO level, eV: -12.102
E, Eh: -1359.1159
Total charge: +1
ΔE to the lowest compared entry with this formula, charge and spin, eV: 0.000

---

- Which of these has the highest E?
  number 3